Entry 1:
A structure of composition C10H13B. Source: the Open Molecules 2025 dataset; level of theory: ωB97M-V/def2-TZVPD.

Positions of all 24 atoms, in Å:
B  0.173  -1.352  -1.658
C  -0.100  -1.974  0.012
C  -1.405  -1.477  0.527
C  -2.112  -1.736  1.611
C  -1.773  -0.309  -0.397
C  1.039  0.475  0.948
C  -0.663  -0.099  -1.448
C  0.976  -0.884  0.354
C  1.607  1.060  -0.362
C  0.922  -0.140  -0.997
C  1.352  2.606  -0.707
H  0.028  -3.010  0.179
H  -2.848  -1.017  2.000
H  -1.955  -2.580  2.265
H  -2.621  -0.663  -1.037
H  -1.979  0.610  0.166
H  -0.112  0.907  1.190
H  1.708  0.479  1.813
H  -0.620  0.893  -1.956
H  1.792  -1.518  0.531
H  2.688  0.966  -0.411
H  0.690  2.577  -1.621
H  2.316  3.036  -1.098
H  0.898  3.149  0.100

Summary:
**HOMO level**: -8.30 eV
**E_LUMO**: -0.010 hartree
**Net charge**: 0


Entry 2:
An isolated molecule of C6H9NO. Source: the Open Molecules 2025 dataset; level of theory: ωB97M-V/def2-TZVPD.

Positions of all 17 atoms, in Å:
C  -1.540  -0.804  2.097
C  -0.571  -0.942  1.399
C  0.531  -1.118  0.440
C  0.698  0.053  -0.543
C  1.696  1.085  -0.006
C  -0.607  0.742  -0.947
N  -1.627  -0.071  -1.352
O  -0.753  1.960  -0.994
H  -2.429  -0.669  2.668
H  1.467  -1.304  0.981
H  0.338  -2.031  -0.138
H  1.134  -0.349  -1.467
H  1.277  1.658  0.828
H  1.971  1.796  -0.793
H  2.620  0.604  0.335
H  -2.508  0.408  -1.498
H  -1.695  -1.019  -1.009

Summary:
**HOMO level**: -9.77 eV
**E_LUMO**: 0.030 hartree
**Net charge**: 0


Entry 3:
A cluster of 2 separate species, H3N4 in total. Source: the Open Molecules 2025 dataset; level of theory: ωB97M-V/def2-TZVPD.

Positions of all 7 atoms, in Å:
N  3.127  0.255  0.240
N  2.100  -0.145  -0.010
N  -0.083  -0.947  0.022
N  0.984  -0.360  -0.350
H  -0.781  -0.946  -0.665
H  -0.344  -1.532  0.871
H  0.596  2.373  0.124

Summary:
**HOMO level (alpha / beta)**: -16.12 / -15.31 eV
**E_LUMO (alpha / beta)**: -0.199 / -0.300 hartree
**Net charge**: +1


Entry 4:
A structure of composition C20H34BCdO10. Source: the Open Molecules 2025 dataset; level of theory: ωB97M-V/def2-TZVPD.

Positions of all 66 atoms, in Å:
Cd  0.773  -0.222  -0.213
B  2.800  -0.516  -0.984
H  3.706  -1.007  -1.306
H  1.935  -0.664  -1.611
H  2.533  -0.926  -0.022
H  2.974  0.533  -0.804
O  -0.364  -0.262  -2.174
C  -0.377  -1.208  -3.004
O  -1.370  -2.138  -2.977
C  -1.103  -3.190  -3.880
C  -0.284  -2.574  -4.914
C  0.509  -1.565  -4.166
H  -2.092  -3.511  -4.208
H  -0.706  -4.064  -3.365
H  -0.937  -2.152  -5.678
H  0.422  -3.172  -5.490
H  0.629  -0.762  -4.893
H  1.496  -1.956  -3.921
O  1.205  0.316  1.749
C  1.674  1.075  2.646
O  1.306  2.326  2.595
C  1.906  3.142  3.592
C  2.270  2.042  4.655
C  2.630  0.825  3.840
H  1.145  3.739  4.094
H  2.772  3.625  3.139
H  1.402  1.906  5.300
H  3.114  2.472  5.195
H  2.444  -0.047  4.467
H  3.590  0.621  3.364
O  -1.258  0.377  0.263
C  -2.280  0.658  0.958
O  -3.461  0.039  0.964
C  -4.407  0.667  1.792
C  -3.932  2.108  1.944
C  -2.412  1.881  1.870
H  -4.568  0.068  2.688
H  -5.361  0.661  1.264
H  -4.392  2.481  2.860
H  -4.313  2.795  1.189
H  -1.949  1.769  2.850
H  -2.036  2.758  1.342
O  1.121  1.797  -0.482
C  1.013  2.954  -0.942
O  1.478  3.997  -0.206
C  1.170  5.195  -0.860
C  0.331  4.855  -2.125
C  0.243  3.389  -2.171
H  2.163  5.576  -1.101
H  0.675  5.897  -0.189
H  0.880  5.251  -2.979
H  -0.700  5.206  -2.081
H  0.955  2.945  -2.866
H  -0.753  2.990  -2.368
O  0.146  -2.295  0.248
C  -0.191  -3.474  0.328
O  -1.203  -3.776  1.099
C  -1.379  -5.142  1.398
C  -0.132  -5.811  0.845
C  0.404  -4.794  -0.224
H  -2.153  -5.570  0.761
H  -1.408  -5.359  2.466
H  -0.293  -6.688  0.217
H  0.489  -6.024  1.715
H  0.027  -5.147  -1.184
H  1.483  -4.923  -0.313

Summary:
**HOMO level**: -11.43 eV
**E_LUMO**: -0.075 hartree
**Net charge**: +1


Entry 5:
A cluster of 2 separate species, C5H4NO4 in total. Source: the Open Molecules 2025 dataset; level of theory: ωB97M-V/def2-TZVPD.

Positions of all 14 atoms, in Å:
C  1.326  0.003  0.824
C  0.921  1.252  -1.151
C  -3.119  -2.675  1.504
C  2.064  0.966  -0.092
C  -0.129  0.428  -0.708
N  0.084  -0.225  0.440
O  -4.106  -2.272  1.087
O  0.976  2.094  -2.074
O  -2.110  -3.055  1.952
O  -1.473  0.567  -1.216
H  1.643  -0.551  1.689
H  2.586  1.853  0.444
H  2.689  0.498  -0.771
H  -1.351  1.118  -1.928

Summary:
**HOMO level**: -1.83 eV
**E_LUMO**: 0.109 hartree
**Net charge**: -1